(1)
105
Properties=species:S:1:pos:R:3 method="wB97M-V/def2-TZVPD" homo_ev=-7.750 spin_multiplicity=1 orbital_gap_ev=7.84 smiles="CN1c2cccc(CCCBr)c2Sc2c(Cl)cc(S)c(CCCBr)c21.CNC(C)=O.CNC(C)=O.CNC(C)=O.CNC(C)=O.CNC(C)=O"
Br -5.53439 -1.82604 3.31403
Br 1.93259 0.90645 -2.49180
Cl -0.25341 1.00041 4.18454
S 4.70406 2.23791 1.23156
S -0.23006 -2.11310 2.80973
O 4.24693 2.33480 -5.96620
O 4.18595 7.86794 -6.55922
O -9.68560 -3.79832 7.57661
O -2.60993 -0.11232 0.25065
O -0.00885 -6.12581 4.25635
N 1.75988 -6.26851 5.62635
N -10.61755 -2.22827 6.27645
N -3.59591 1.43052 -1.04289
N 3.02708 3.71417 -4.68691
N 4.69663 7.75519 -8.73836
N 2.28660 -2.74134 0.90505
C 1.12681 -0.87783 2.46457
C -2.50221 0.73191 -0.62912
C 3.85973 -1.12980 -1.38625
C -1.18243 1.03798 -1.28858
C -9.54682 -2.95514 6.70112
C 3.40114 1.00726 1.67277
C -1.75601 -3.47516 0.67770
C -8.21313 -2.68026 6.05820
C 4.77170 4.66513 -6.12586
C 3.44440 -0.43411 1.06750
C 2.28494 1.49449 2.66968
C 4.56703 -0.97959 0.07645
C 2.25599 -1.38299 1.48617
C 0.52288 -4.15064 5.49540
C 2.93070 -3.74758 1.80901
C -3.63751 -2.34628 3.77293
C 2.75916 9.09264 -8.03932
C -10.65252 -1.19676 5.26199
C 0.97051 -3.18662 0.40071
C -1.76665 -4.18950 -0.72113
C 4.00845 3.47935 -5.59918
C 0.94930 -3.87760 -0.99486
C -3.15865 -3.27912 1.40713
C 1.11097 0.54342 3.07773
C -0.38023 -2.99716 1.19172
C -0.43804 -4.38007 -1.52566
C 2.60371 4.98407 -4.13711
C 4.54919 8.03317 -10.15121
C 3.92455 8.19789 -7.70883
C -3.17716 -3.68315 2.96240
C 3.80876 0.32126 -2.13089
C 2.72534 -5.80086 6.59780
C 0.72372 -5.58090 5.07137
C -3.66885 2.45777 -2.05941
H -7.91975 -1.64340 6.23479
H -9.67494 -1.02189 4.81728
H 3.17509 5.81942 -4.53851
H 2.55431 -4.76516 6.88413
H 2.77263 -1.42237 -1.20578
H -3.90947 -3.98435 0.87861
H 2.72900 4.94711 -3.05247
H 3.72307 -5.89654 6.16376
H 5.49842 -0.32730 -0.00226
H -4.37233 2.13072 -2.82830
H 4.82197 -2.05216 0.42551
H 3.11381 10.00695 -8.51947
H 1.91356 -3.99403 -1.59576
H 4.09186 5.35164 -6.63328
H 5.52022 4.32627 -6.84303
H 5.45850 7.16071 -8.44261
H -7.45732 -3.33247 6.49594
H 1.54573 5.12352 -4.37049
H 2.05839 8.56848 -8.69245
H 3.99074 3.44571 1.16735
H 2.28602 2.55004 3.09142
H 4.37132 0.33199 -3.12281
H -8.26572 -2.88254 4.98658
H 2.55657 2.87479 -4.37663
H 5.46482 8.51249 -10.50408
H 0.33022 -4.10231 6.56955
H -0.40669 0.40561 -0.85726
H 3.55928 -4.44687 1.13362
H 4.38849 -1.92439 -2.03574
H 3.69990 8.68102 -10.35807
H -2.78547 -4.54593 -1.11824
H -4.04487 3.37286 -1.59643
H -3.62702 -2.48816 4.90451
H 2.23859 9.36423 -7.12085
H 4.23207 1.06983 -1.36384
H -11.47767 -2.46543 6.75050
H 2.13604 -4.39929 2.34200
H 5.28287 5.17448 -5.30675
H -2.18299 -4.09816 3.35909
H -1.24235 0.83070 -2.35935
H 3.66378 -3.28775 2.56725
H 2.65776 -6.43726 7.48286
H -11.35474 -1.50405 4.48386
H -2.98451 -1.44193 3.51307
H 1.83344 -7.22045 5.29556
H -4.44422 1.17323 -0.55795
H -11.01095 -0.27373 5.72309
H -0.91210 2.08240 -1.11808
H -3.51066 -2.20738 1.20889
H -0.40817 -4.86797 -2.56851
H -3.98255 -4.46712 3.21910
H -0.33631 -3.73485 4.97173
H 4.41708 7.08440 -10.67563
H 1.40387 -3.55800 5.23998
H -2.70136 2.65580 -2.51620

***

(2)
126
Properties=species:S:1:pos:R:3 method="wB97M-V/def2-TZVPD" homo_ev=-8.248 spin_multiplicity=1 orbital_gap_ev=3.47 charge=+1
Cs 3.30484 9.97420 0.54914
Br 2.73623 4.33868 3.34626
S -5.02858 3.36837 -0.40127
P -3.64060 0.17260 1.43293
P -3.44245 0.41483 -1.50585
Na 1.45873 2.63898 -4.25326
F -0.78222 4.93872 -7.05231
F -2.22768 3.09624 -4.65298
F 0.45956 3.99360 -5.14387
F -3.09959 5.06558 -5.71962
F -0.11267 6.31825 -5.22427
F -6.44319 2.38311 -0.10227
O 2.67050 6.15792 -0.07726
O -2.54690 5.05514 0.73457
O 6.57289 3.68553 0.94625
O -0.64939 -13.75379 3.10798
O -1.13666 -0.15012 3.58557
O -5.47958 4.81989 -0.00673
O 1.69779 8.13228 -0.17066
O 1.03970 -6.51387 2.77190
O -1.87925 -10.38998 4.93260
O 0.32853 -11.13459 3.48186
O -1.09831 1.49889 -7.33678
O 0.16760 1.31625 -5.60680
O -4.89305 3.39378 -1.96493
O -1.11682 -5.76644 4.29669
O -5.33843 -0.08254 1.16318
O -2.95054 -1.45315 1.42228
O 0.94390 2.17036 -7.42254
O 0.67398 -15.34997 2.36374
N 1.16987 -2.16288 -2.99713
N 2.67212 7.37841 -0.27590
N -2.31221 3.73718 0.68113
N -0.04024 -14.35196 2.21345
N -2.41643 -0.80461 -1.94022
N 0.00437 1.66180 -6.78871
N -1.18716 -2.61203 -0.25878
C 0.74126 -8.83740 3.09589
C -0.57601 -3.60130 -0.29425
C -1.58392 0.32313 4.93794
C -0.31570 0.76323 1.26251
C 1.85975 -2.50551 -5.68604
C -2.24970 5.31971 -3.36823
C 0.86869 -1.59890 -5.32500
C -0.61474 1.01146 2.85017
C -1.25604 3.39211 -1.64621
C 2.68701 2.87678 1.02002
C 3.96197 8.00112 -0.67857
C 0.00017 -9.80135 3.64566
C -1.54771 -8.06474 4.65657
C 5.28194 3.49474 1.65358
C 0.19763 -4.85337 -0.33925
C -2.01564 4.55469 -4.79922
C -3.49709 2.77223 0.49245
C 1.32092 3.74199 1.45647
C -1.20747 -9.48164 4.45532
C 0.56305 -1.46255 -3.98032
C -1.20369 1.63655 0.20717
C -2.84556 1.30302 0.12592
C -2.49810 -0.77493 5.74451
C 0.38745 -7.42084 3.27687
C 2.12663 -3.03673 -3.37850
C 2.50423 -3.24014 -4.69605
C -0.17604 -13.82642 0.82817
C -0.80475 -7.10052 4.10976
C -0.59242 4.95638 -5.55401
C 0.36255 4.04641 0.18268
C -1.01612 3.24208 0.00473
C -1.13528 4.92860 -2.20125
C 7.65383 3.54165 1.94370
C 3.98060 3.85318 0.70471
H 0.09065 5.20837 0.25810
H -0.60933 -14.61974 0.21570
H -0.35936 -11.63487 3.97281
H 3.28115 -3.95418 -4.94466
H 0.80411 3.32971 2.41868
H 1.15962 -4.71664 -0.84439
H -1.63385 -0.86071 -1.25857
H -0.20078 -0.76563 -3.64785
H 3.74382 5.00979 0.84763
H -3.35467 5.25323 -2.95339
H 5.19239 2.37134 1.98484
H -1.32674 1.93298 2.98833
H 0.34702 -1.01214 -6.07254
H -2.41813 -7.84618 5.26231
H 7.81295 4.53950 2.54862
H 1.78184 4.79331 1.79360
H 4.31211 3.74232 -0.42603
H 3.81354 8.46349 -1.65658
H 0.41104 -5.23335 0.66551
H -3.49434 1.29826 -2.63956
H -1.96376 -1.13941 6.74787
H -2.94365 5.41464 -0.11229
H -5.51960 -0.87808 0.57168
H 2.59749 -3.58874 -2.56986
H 2.92466 2.00589 1.78577
H -0.43245 -5.26647 3.80077
H -1.21494 5.76645 -1.39038
H -2.23070 1.31463 4.87348
H -3.48138 -0.21325 6.12204
H 4.72794 7.22447 -0.73144
H 0.84533 0.81039 1.11254
H -0.85885 1.16656 -0.83979
H 7.38683 2.68836 2.72902
H 4.21901 8.74534 0.07792
H -2.06983 3.52485 1.69436
H -0.82942 -12.95149 0.84470
H -3.89686 2.61104 1.58853
H -0.60297 -0.37951 1.05637
H 1.02323 3.86737 -0.79540
H -0.60693 0.62461 5.54318
H 2.12759 -2.63878 -6.73014
H -2.85879 -1.66887 5.08103
H 0.40762 1.31321 3.38678
H 2.44399 2.32787 -0.00971
H 1.62033 -9.05562 2.50314
H -0.34021 -5.64215 -0.87575
H -0.07836 5.01593 -2.74602
H -2.29764 3.00162 -2.00153
H 8.68044 3.23036 1.46754
H -4.73644 -0.19800 -1.36958
H -2.07165 6.47982 -3.58238
H -0.44766 2.76224 -2.26049
H 5.23574 4.23237 2.57541
H -2.37394 -1.58844 0.62562
H 0.82250 -13.55542 0.47917

***

(3)
105
Properties=species:S:1:pos:R:3 method="wB97M-V/def2-TZVPD" s2=0.787 relative_energy_kcal_mol=9.6 homo_ev="-6.764 / -7.575" spin_multiplicity=2 orbital_gap_ev="6.69 / 6.83"
Hg -0.12038 0.16678 0.05137
Se 1.88581 3.57797 1.27117
As 2.22212 1.22788 0.79333
S 0.46410 -4.21686 3.11711
P -1.21304 -2.09914 -2.03351
Si 4.00240 1.14314 -0.80135
Si 3.32417 1.08348 2.90840
O 1.23061 3.52080 -1.98657
N 0.63898 -1.91550 2.04042
N -0.81952 0.53502 2.56175
N -1.03881 -0.05241 4.69345
N -0.11811 -1.48748 -1.12836
N 0.92333 2.41954 -1.51251
N 0.52961 4.54759 0.76391
N -0.23951 2.28193 -0.97163
C -2.96327 -2.17530 0.18545
C -3.47511 -0.54010 -1.57137
C -4.02984 -2.94162 -1.94112
C 2.11761 1.55514 4.29796
C -0.37326 -2.91475 3.84577
C -1.17990 0.18445 -3.67363
C -2.70655 5.61766 -0.43248
C -1.37827 1.28243 4.63680
C -3.15351 4.52067 -1.17026
C -1.24587 -1.34463 -3.79996
C -0.76743 -3.95729 -2.21017
C 4.76077 2.31851 3.02606
C -1.45788 5.60226 0.14102
C -2.32528 3.42631 -1.34746
C -2.39872 -1.74287 -4.72178
C 5.27896 -0.06781 -0.08623
C -1.51719 2.93381 2.86757
C -1.25113 1.63223 3.28300
C -1.10709 -4.58928 -0.85290
C 0.76050 -4.05905 -2.36841
C -1.45771 -4.74876 -3.31936
C 3.26124 0.37150 -2.35442
C -1.86708 3.85358 3.83413
C -1.05575 3.39966 -0.79041
C -0.16932 -1.76737 3.13286
C -1.96346 3.49930 5.18616
C -1.72955 2.20623 5.61220
C -0.59392 4.48192 0.01537
C 0.08163 -1.77153 -4.44488
C -3.00357 -1.98191 -1.33670
C 1.03938 -3.13095 1.90346
C 4.76088 2.84380 -1.07783
C -0.69348 -0.44131 3.43156
C 3.84854 -0.70535 3.23571
H 3.98315 3.51330 -1.44710
H -0.98343 -3.07651 4.71946
H -4.37063 -0.34267 -0.97618
H -4.04439 -2.89292 -3.02883
H 1.45050 0.72464 4.53971
H -1.16255 -5.79904 -3.23725
H -2.22083 4.25729 5.91396
H 0.06162 -2.80984 -4.77194
H 2.59391 -0.44921 -2.07490
H -2.79754 -3.20892 0.47726
H -2.15349 0.63766 -3.49986
H -1.00137 -0.62676 5.51629
H -2.05876 4.87812 3.54389
H 4.38731 3.31769 2.79245
H 4.02886 -0.01178 -3.03007
H -0.50587 0.46898 -2.86491
H 2.64883 1.83362 5.21020
H 4.64852 -1.03228 2.57080
H -1.10012 6.43023 0.73903
H 1.68358 -3.45983 1.10075
H 5.15280 3.25833 -0.14683
H -5.02333 -2.66382 -1.57728
H 6.04896 -0.29254 -0.82625
H -1.15930 -4.40606 -4.30930
H -2.64332 2.58412 -1.94978
H 5.56655 2.09458 2.32503
H 4.19213 -0.82521 4.26487
H -2.19923 -1.34104 -5.71948
H 1.50266 2.40567 3.99982
H -2.17249 -4.79349 -0.75499
H 5.56896 2.81532 -1.81124
H -3.72795 -0.35973 -2.61375
H -3.35213 -1.33205 -4.39094
H -1.79883 1.93332 6.65733
H 2.99378 -1.36544 3.07945
H 1.08218 -3.96547 -3.40297
H -1.43932 3.21081 1.82563
H -3.84713 -3.97295 -1.64122
H 5.76987 0.33667 0.80015
H 5.18407 2.34962 4.03141
H -4.13816 4.52698 -1.61911
H -3.35111 6.47754 -0.30327
H 4.79261 -1.00561 0.19054
H -2.70872 0.17459 -1.26008
H -3.91522 -1.85455 0.61769
H 1.23945 -3.27842 -1.77563
H -2.17572 -1.56428 0.63134
H -2.54403 -4.70010 -3.25118
H 0.27580 -1.15488 -5.32573
H -0.58084 -5.54096 -0.73841
H 2.66689 1.10986 -2.89101
H 1.10439 -5.03326 -2.00925
H 0.90278 -1.62670 -3.74158
H -0.78983 -3.92336 -0.05130
H -0.78207 0.61278 -4.59706
H -2.49956 -2.82437 -4.81105

***

(4)
113
Properties=species:S:1:pos:R:3 method="wB97M-V/def2-TZVPD" homo_ev=-8.505 spin_multiplicity=1 orbital_gap_ev=7.13 smiles="CB(O)c1c(S)c(P(O)Cl)c2c(c1-c1ccncc1)C(=O)c1c(c(CCN)c(COO)c(B(C)O)c1P(=N)(O)O)C2=O.CCO.CCO.CCO.CCO.CCO"
Cl -2.46957 -2.30700 6.93864
S -5.13431 -1.36823 4.98559
P 0.96051 0.55625 -2.08157
P -2.09558 -3.34747 5.09364
O 4.64850 -3.59762 -0.17984
O 2.10313 1.60123 -2.76583
O -0.36831 -3.54234 5.15045
O -1.64332 -1.17243 -1.33064
O -7.59380 6.00099 -3.85895
O -0.20234 -4.25935 2.35147
O 4.46766 -0.59616 -2.36483
O 5.59824 -2.78995 0.36297
O 6.36103 1.54556 -3.42795
O 0.39478 -0.43366 -3.36078
O 3.33525 4.27384 -0.57919
O -7.59540 3.15249 0.47646
O 5.39882 -7.33279 1.33496
O -5.72207 1.78367 2.75916
N 2.68579 -5.92183 3.40633
N -4.74674 2.53137 -2.37323
N -0.20029 1.51109 -1.48521
C 4.20188 5.10957 0.17927
C -3.37651 -0.39302 1.11245
C -7.02136 -0.43729 1.96628
C 2.70901 -3.43675 3.00755
C -3.82583 0.59938 -0.03204
C 3.38074 -1.72501 0.98755
C 8.37371 2.20866 -4.57853
C -2.58726 -2.28359 3.61444
C 2.99434 -0.79447 -0.22550
C -7.84075 5.69390 -5.22601
C -8.90159 3.30204 -0.06752
C -1.71030 -2.21386 2.30214
C 4.21019 4.67509 1.63142
C -4.25647 2.96302 -1.11770
C 2.29288 -2.48685 1.79320
C 3.29954 -4.85731 2.52444
C 5.22913 1.03617 -0.45119
C -2.10802 -1.28311 1.09619
C -3.75387 2.16912 0.09992
C -1.13352 -1.23049 -0.19323
C 6.61256 -7.85734 1.85895
C 0.81470 -2.25841 1.32560
C -8.98628 2.61389 -1.41514
C -7.89023 4.19232 -5.42365
C -4.83290 1.12454 -2.54480
C -0.37977 -3.05415 2.06971
C -3.89906 -1.40367 3.58478
C 1.54350 -0.53003 -0.67910
C 6.93547 2.55595 -4.25045
C 4.95007 -1.89970 1.35024
C 0.42947 -1.30751 0.13316
C -4.41150 0.17335 -1.41434
C 7.22332 -6.88010 2.84400
C -4.28120 -0.48845 2.36955
B -5.67035 0.39773 2.41206
B 4.22582 -0.10570 -1.01433
H 5.09453 -2.43773 2.36360
H 7.29803 -8.05497 1.02860
H -6.97321 3.55409 -0.14531
H 2.53474 2.17499 -2.09376
H -9.98629 2.71657 -1.84315
H -6.54067 2.11487 2.30956
H 5.60818 -6.49853 0.89287
H 6.88596 1.49479 -2.61794
H 3.28379 -6.76412 3.36488
H -4.22633 4.10897 -0.98028
H 8.42792 1.24574 -5.09284
H 3.20403 4.72933 2.05723
H -4.53843 -0.95360 -1.60351
H 5.01939 1.99062 -1.05783
H 6.87475 3.51392 -3.72462
H -8.08461 3.94181 -6.46936
H 1.84491 -3.62326 3.75049
H 4.87677 5.30607 2.22403
H -7.24859 -0.28963 0.84703
H -0.10116 0.14150 -3.99861
H 4.43364 -4.86446 2.70516
H 3.54063 -2.94666 3.64551
H 8.15442 -7.27379 3.25860
H 4.91214 0.10946 -2.90085
H -4.46838 -0.67850 5.98707
H -9.12444 4.36966 -0.15812
H -6.78948 -1.56667 2.08284
H 3.08685 -5.08889 1.42460
H -7.91436 -0.22073 2.64264
H 6.30422 0.71433 -0.73359
H -8.25931 3.03891 -2.11358
H -8.79267 6.14865 -5.50792
H -3.37152 2.65541 1.06795
H -0.04469 -2.60093 5.15126
H 6.38596 -8.80518 2.35153
H 4.74457 -3.63211 -1.16749
H 1.78557 -6.22225 2.99587
H 5.49058 -0.89781 1.45332
H -5.22932 0.72220 -3.54633
H 6.52922 -6.67825 3.66437
H -8.75094 1.55054 -1.31860
H 4.53772 3.63579 1.71881
H -8.67390 3.74961 -4.80307
H 3.86360 6.14599 0.08339
H -7.04997 6.14267 -5.83565
H 2.44875 4.35302 -0.20128
H 5.20393 5.03333 -0.24823
H 8.96769 2.11599 -3.66443
H 7.43177 -5.92159 2.35920
H -6.94519 3.73129 -5.12121
H -0.32196 1.33724 -0.47825
H -6.74587 5.60310 -3.61976
H -9.61332 2.85998 0.63293
H 6.34132 2.62615 -5.16357
H 8.82473 2.97400 -5.21424
H 5.11278 1.19358 0.67909